# 1
{"formula": "C29H38N7O3PRe", "method": "the ωB97M-V functional and the def2-TZVPD basis", "charge": 4, "energy_ev": -58642.8970, "s2": 0.78, "de_lowest_ev": 0.0000, "spin_multiplicity": 2, "elements": ["Re", "P", "O", "O", "O", "N", "N", "N", "N", "N", "N", "N", "C", "C", "C", "C", "C", "C", "C", "C", "C", "C", "C", "C", "C", "C", "C", "C", "C", "C", "C", "C", "C", "C", "C", "C", "C", "C", "C", "C", "C", "H", "H", "H", "H", "H", "H", "H", "H", "H", "H", "H", "H", "H", "H", "H", "H", "H", "H", "H", "H", "H", "H", "H", "H", "H", "H", "H", "H", "H", "H", "H", "H", "H", "H", "H", "H", "H", "H"], "positions_angstrom": [[0.274472, 0.188149, 0.246507], [-0.810987, 2.329192, 0.263559], [0.137174, 0.167980, -1.745475], [0.041562, -0.005514, 2.379506], [2.160346, -0.008585, 0.511158], [-1.131128, -1.065090, 0.317492], [4.415251, -0.032430, 0.293137], [3.225091, -2.023829, 0.552734], [-1.563580, -1.909308, -0.661340], [-2.640229, 4.021976, 1.289286], [-2.223125, 4.268888, -1.097235], [-0.575365, 4.997403, 0.534231], [5.728547, -0.721142, 0.311123], [-1.123274, 5.296423, -0.742853], [-2.498583, -2.000081, 4.178891], [0.808888, 0.592612, 3.462963], [4.461456, -2.840549, 0.497077], [-1.642288, 2.898438, -1.292531], [-1.765506, -2.849077, -2.811084], [1.939356, -2.706179, 0.623841], [-0.677783, -1.702270, -4.681940], [4.462503, 1.423006, 0.146117], [-2.780207, -4.755706, -4.607700], [-2.181368, 2.652713, 1.465016], [5.623617, -2.040215, 1.043496], [-1.998359, -3.712325, -5.084058], [-1.023550, -0.859453, 2.710343], [-1.486191, -2.758038, -4.197182], [3.295538, -0.704425, 0.446483], [-2.536904, -3.903105, -2.351569], [-3.272504, 4.277695, 0.042559], [0.265873, 3.815714, 0.573588], [-1.213883, -1.831083, -1.904942], [-3.041970, -4.847575, -3.249671], [-2.736681, -2.280722, 1.799615], [-0.352164, -0.765592, -2.497785], [-1.607822, 5.020631, 1.572309], [-1.421218, -1.136636, 4.000280], [-1.662929, -1.420176, 1.607694], [-3.151091, -2.563391, 3.090690], [-0.132653, -0.728747, -3.867008], [1.377180, -2.419483, 1.515309], [-1.160161, 4.825719, 2.545129], [-2.825539, -2.229560, 5.184073], [-0.922166, -0.713063, 4.859926], [-1.608841, 6.272003, -0.738839], [-2.745967, -4.006630, -1.296719], [5.490855, -1.871290, 2.113715], [4.284931, -3.730165, 1.097531], [4.677181, 1.895554, 1.105020], [3.530345, 1.799928, -0.262759], [6.427966, -0.050459, 0.807686], [-1.780136, -3.631650, -6.141576], [-2.448224, 2.213024, -1.560707], [-4.023429, 3.527872, -0.203931], [0.486441, 0.059376, -4.272618], [-2.679931, 4.562866, -1.966166], [6.547474, -2.601861, 0.914532], [-1.820061, 2.511033, 2.485090], [1.344915, -2.531829, -0.280342], [1.243484, -0.198624, 4.070422], [-0.925805, 2.929889, -2.114880], [-3.644222, -5.664039, -2.873591], [6.057736, -0.849613, -0.721797], [-2.064671, 6.009643, 1.597498], [-3.238246, -2.712434, 0.947121], [-3.987883, -3.228780, 3.250689], [5.264518, 1.660685, -0.549437], [-0.376122, 5.259285, -1.534893], [-0.473976, -1.663076, -5.746822], [4.633297, -3.150933, -0.535829], [-3.177604, -5.492852, -5.291909], [0.156282, 1.222951, 4.064171], [2.125938, -3.774768, 0.680136], [0.739484, 3.729004, 1.552663], [-2.996853, 1.945488, 1.299006], [-3.721818, 5.270425, 0.029805], [1.594507, 1.171935, 2.988348], [1.050806, 3.874888, -0.182350]], "atomic_forces_ev_per_a": [[-0.1, -0.1, 0.0], [0.0, -0.1, 0.0], [0.0, 0.0, 0.0], [0.0, 0.0, 0.1], [0.1, 0.0, -0.1], [0.0, 0.1, 0.1], [0.0, -0.1, 0.0], [0.1, 0.0, 0.0], [0.0, 0.0, -0.1], [0.0, 0.0, 0.0], [0.0, 0.0, 0.0], [0.0, 0.0, 0.0], [0.0, 0.0, 0.0], [0.0, 0.0, 0.0], [0.0, 0.0, 0.0], [0.0, 0.0, 0.0], [0.0, 0.0, 0.0], [0.0, 0.0, 0.0], [0.0, -0.1, 0.0], [0.0, 0.0, 0.0], [0.0, 0.0, 0.0], [0.0, 0.0, 0.0], [0.0, 0.0, 0.0], [0.0, 0.0, 0.0], [0.0, 0.0, 0.0], [0.0, 0.0, 0.0], [0.0, 0.0, 0.0], [0.0, 0.0, 0.0], [-0.1, 0.1, 0.0], [0.0, 0.0, 0.0], [0.0, 0.0, 0.0], [0.0, 0.0, 0.0], [0.0, 0.0, 0.0], [0.0, 0.0, 0.0], [0.0, 0.0, -0.1], [0.0, 0.0, -0.1], [0.0, 0.0, 0.0], [0.0, 0.0, 0.0], [0.0, 0.0, 0.0], [0.0, 0.0, 0.0], [0.0, 0.0, 0.1], [0.0, 0.0, 0.0], [0.0, 0.0, 0.0], [0.0, 0.0, 0.0], [0.0, 0.0, 0.0], [0.0, 0.0, 0.0], [0.0, 0.0, 0.0], [0.0, 0.0, 0.0], [0.0, 0.0, 0.0], [0.0, 0.0, 0.0], [0.0, 0.0, 0.0], [0.0, 0.0, 0.0], [0.0, 0.0, 0.0], [0.0, 0.0, 0.0], [0.0, 0.0, 0.0], [0.0, 0.0, 0.0], [0.0, 0.0, 0.0], [0.0, 0.0, 0.0], [0.0, 0.0, 0.0], [0.0, 0.0, 0.0], [0.0, 0.0, 0.0], [0.0, 0.0, 0.0], [0.0, 0.0, 0.0], [0.0, 0.0, 0.0], [0.0, 0.0, 0.0], [0.0, 0.0, 0.0], [0.0, 0.0, 0.0], [0.0, 0.0, 0.0], [0.0, 0.0, 0.0], [0.0, 0.0, 0.0], [0.0, 0.0, 0.0], [0.0, 0.0, 0.0], [0.0, 0.0, 0.0], [0.0, 0.0, 0.0], [0.0, 0.0, 0.0], [0.0, 0.0, 0.0], [0.0, 0.0, 0.0], [0.0, 0.0, 0.0], [0.0, 0.0, 0.0]]}

# 2
{"formula": "C29H38N8O2", "method": "the ωB97M-V functional and the def2-TZVPD basis", "charge": 0, "energy_ev": -46700.0784, "de_lowest_ev": 0.0000, "spin_multiplicity": 1, "smiles": "C[N+](=O)[O-].c1cc[nH]c1.c1cc[nH]c1.c1cc[nH]c1.c1cc[nH]c1.c1cc[nH]c1.c1cc[nH]c1.c1cc[nH]c1", "elements": ["O", "O", "N", "N", "N", "N", "N", "N", "N", "N", "C", "C", "C", "C", "C", "C", "C", "C", "C", "C", "C", "C", "C", "C", "C", "C", "C", "C", "C", "C", "C", "C", "C", "C", "C", "C", "C", "C", "C", "H", "H", "H", "H", "H", "H", "H", "H", "H", "H", "H", "H", "H", "H", "H", "H", "H", "H", "H", "H", "H", "H", "H", "H", "H", "H", "H", "H", "H", "H", "H", "H", "H", "H", "H", "H", "H", "H"], "positions_angstrom": [[-0.016924, -1.140504, -2.546088], [-1.682615, -1.502098, -3.864830], [-1.174013, -0.984870, -2.884495], [-2.027577, -4.173638, 6.418629], [3.711760, -0.488850, -2.782483], [1.267911, 5.811037, 0.053781], [-4.673046, -2.507799, 1.334609], [0.327156, -4.277041, -4.289922], [-1.537528, 5.904731, 1.639488], [1.579359, -0.302399, -0.227170], [-0.989457, 4.667460, 1.823210], [0.212422, -1.016389, 1.354615], [3.274772, 6.404991, -0.764236], [-3.349007, -2.161209, 1.228202], [-1.894372, -2.880259, 4.598036], [-1.985711, 4.760811, -0.205228], [-2.176006, 5.978144, 0.439220], [2.291001, -5.272517, -4.684683], [-3.604688, -4.357539, 0.855563], [-1.287250, 3.942496, 0.678460], [-2.654149, -3.296227, 0.869175], [2.453755, 5.350941, -0.417485], [0.317281, 0.391947, 1.419162], [3.465816, 0.863142, -2.765590], [-1.842615, -2.072422, 5.747274], [-2.134058, -4.165007, 5.037284], [4.244887, 1.431719, -1.808642], [1.070773, -4.933769, -5.235809], [1.208325, 0.817594, 0.478502], [2.419830, 7.542120, -0.729705], [5.025221, 0.403319, -1.219625], [1.205347, 7.166420, -0.236412], [-2.045662, -0.212395, -1.941099], [-4.849184, -3.839266, 1.120249], [4.667883, -0.770344, -1.833333], [0.912793, -1.401336, 0.216676], [2.269772, -4.790894, -3.355722], [-1.983517, -2.865493, 6.850984], [1.056354, -4.193874, -3.146554], [2.217649, -0.268992, -1.005183], [3.157120, -5.640568, -5.206985], [2.717720, 1.250728, -3.437705], [2.700480, 4.301606, -0.328958], [5.724551, 0.573749, -0.419194], [-0.355432, -1.609086, 2.052171], [-1.511080, 6.705137, 2.245584], [-0.168616, 1.024383, 2.147687], [0.679361, -5.103693, -6.225335], [4.323232, 6.355309, -0.997872], [-2.570862, 6.915792, 0.086521], [-3.088071, -1.121913, 1.340553], [4.973085, -1.780247, -1.619367], [-2.245204, -5.109124, 4.529791], [-5.804331, -4.317917, 0.998398], [-3.339687, -5.356027, 0.543998], [-1.815065, -2.594024, 3.563898], [-2.024926, -5.019121, 6.953155], [1.657806, 1.781183, 0.315607], [0.315503, 7.748531, -0.071241], [0.495094, 5.196515, 0.302876], [-2.444221, 4.514574, -1.148425], [1.046757, -2.347250, -0.276699], [-0.448656, 4.445496, 2.726197], [-1.636330, -3.363910, 0.525572], [0.671712, -3.665204, -2.290578], [-1.906153, -2.562000, 7.881492], [3.056816, -4.804248, -2.617570], [2.682200, 8.567076, -0.943752], [-0.571112, -3.857188, -4.442683], [4.083562, 2.470474, -1.558962], [-1.355637, 0.202507, -1.211044], [-1.896284, -0.994926, 5.785952], [-2.517011, 0.591810, -2.500380], [-5.410835, -1.839697, 1.460124], [-2.778007, -0.902994, -1.536571], [-0.979037, 2.911266, 0.585661], [3.288889, -1.128735, -3.430757]], "atomic_forces_ev_per_a": [[-0.2, 0.2, -0.5], [0.0, 0.3, 0.2], [-0.1, -0.7, 0.3], [-0.9, 0.7, -0.8], [0.3, 0.3, 0.4], [-0.4, 0.6, -1.2], [-0.1, 0.4, 0.2], [0.4, -0.4, -0.3], [-0.3, 0.5, -0.1], [0.0, 0.7, -0.3], [-0.5, 0.3, -0.4], [-0.4, 0.0, -1.0], [-1.1, -0.3, -0.3], [-0.3, -0.1, -0.6], [-0.7, -0.9, -0.2], [-1.2, 1.1, 0.0], [0.7, -0.6, -0.6], [-0.4, 0.6, -0.3], [0.5, 0.0, -0.6], [0.9, -0.9, 1.3], [-0.6, 0.2, 0.2], [1.3, -0.5, 1.0], [0.0, 0.4, 1.1], [-0.5, -0.8, -0.6], [-0.5, 0.7, 0.3], [1.3, -0.2, 0.5], [-0.6, 0.5, -0.1], [0.2, -0.1, -0.2], [0.1, -0.7, -0.3], [0.5, 0.7, 0.4], [-0.2, 0.3, 0.1], [-0.1, -0.6, 0.4], [0.6, 0.4, -0.4], [0.7, -0.4, -0.5], [0.0, -0.1, 0.0], [0.4, 0.2, 1.2], [0.1, 0.3, 0.5], [0.9, -0.4, 0.1], [-0.1, 0.3, 0.4], [-0.1, -0.1, -0.1], [-0.2, -0.4, 0.0], [0.1, 0.2, 0.1], [0.0, 0.1, 0.0], [0.1, -0.3, 0.0], [-0.1, -0.2, -0.3], [0.3, -0.2, 0.3], [0.1, 0.0, 0.1], [0.0, 0.0, 0.0], [0.0, 0.0, -0.3], [-0.2, -0.1, 0.0], [0.3, -0.1, 0.0], [0.1, 0.0, -0.2], [0.1, 0.1, -0.2], [-0.1, 0.2, 0.4], [-0.3, -0.1, 0.2], [-0.2, 0.1, 0.0], [-0.2, 0.1, 0.3], [0.0, 0.0, -0.2], [0.0, -0.1, 0.1], [0.2, 0.4, -0.2], [0.3, -0.1, -0.1], [0.1, -0.1, 0.2], [0.0, -0.2, -0.1], [0.2, 0.1, 0.4], [0.0, -0.1, 0.0], [-0.1, -0.3, 0.1], [0.0, -0.2, -0.1], [0.1, -0.1, -0.1], [-0.1, 0.0, 0.0], [0.6, 0.0, 0.2], [-0.2, -0.2, 0.3], [0.4, 0.0, -0.1], [-0.1, -0.2, -0.1], [0.0, 0.0, 0.2], [0.0, 0.0, 0.1], [-0.1, 0.0, -0.3], [0.1, -0.2, 0.1]]}

# 3
{"formula": "C29H39O3Si2", "method": "the ωB97M-V functional and the def2-TZVPD basis", "charge": 1, "energy_ev": -52598.9817, "de_lowest_ev": 2.0217, "spin_multiplicity": 1, "elements": ["Si", "Si", "O", "O", "O", "C", "C", "C", "C", "C", "C", "C", "C", "C", "C", "C", "C", "C", "C", "C", "C", "C", "C", "C", "C", "C", "C", "C", "C", "C", "C", "C", "C", "C", "H", "H", "H", "H", "H", "H", "H", "H", "H", "H", "H", "H", "H", "H", "H", "H", "H", "H", "H", "H", "H", "H", "H", "H", "H", "H", "H", "H", "H", "H", "H", "H", "H", "H", "H", "H", "H", "H", "H"], "positions_angstrom": [[-1.897729, 0.978287, 1.739595], [2.541495, 0.498778, 2.386640], [1.040419, -9.241495, 4.182462], [-1.216283, -0.503991, 2.266383], [0.981503, -0.149830, 2.103858], [0.536052, -2.715820, 8.457333], [-0.254043, -3.056382, 6.184834], [3.767659, -0.887315, 2.382633], [0.038044, -2.228998, 3.011563], [0.088237, -1.391104, 8.438764], [-2.935032, 1.496842, 3.200303], [0.780224, -11.076930, 7.375098], [0.014926, -0.937867, 2.507883], [1.194506, -10.111872, 6.445233], [-0.505702, -12.213613, 5.660955], [-0.067906, -11.288776, 4.707554], [0.343395, -3.553239, 7.375147], [-0.528634, -7.451612, 3.926341], [-0.903395, -6.142109, 4.163627], [-0.508907, -3.869713, 5.048608], [-0.078669, -12.108942, 6.988291], [1.532488, -7.072111, 5.167823], [-0.993645, -3.049425, 2.412469], [-0.070288, -5.234935, 4.880846], [0.739999, -10.224746, 5.127311], [1.172395, -5.741450, 5.369729], [-0.541572, -0.894156, 7.282000], [-0.696342, 2.319121, 1.302267], [-2.903408, 0.525382, 0.235933], [2.872635, 1.688251, 0.987980], [-0.722678, -1.709097, 6.181209], [2.329881, 1.406597, 3.986451], [0.292821, -0.508716, 9.628325], [0.680881, -7.921885, 4.457505], [2.464430, -7.465741, 5.575327], [-1.090253, -2.882914, 1.325726], [-2.255241, 0.226838, -0.602164], [-0.402864, -12.853779, 7.724298], [-3.605446, -0.295842, 0.443522], [1.102056, -0.903021, 10.250974], [3.434969, -1.733302, 2.998731], [1.845105, -5.092952, 5.927081], [4.720553, -0.513325, 2.787037], [2.097755, 2.454463, 0.883383], [-0.072291, 2.074235, 0.436269], [-0.056002, 2.624537, 2.137577], [-1.889014, -5.803144, 3.824849], [1.010144, -3.107889, 9.359966], [-3.570368, 0.671117, 3.556744], [-0.378322, -11.344064, 3.663494], [1.136946, -11.003081, 8.405692], [-3.483807, 1.408611, -0.077246], [-0.785090, -4.106108, 2.609051], [0.947260, -2.578868, 3.477165], [2.972759, 1.165164, 0.029793], [-1.172027, -8.128401, 3.357056], [3.825754, 2.196030, 1.188672], [-3.584769, 2.335380, 2.899682], [-1.263303, -1.336269, 5.302799], [0.545334, 0.511894, 9.316894], [1.805953, 0.798545, 4.734838], [0.597115, -4.603457, 7.447420], [-1.450752, -3.621796, 4.558564], [1.837752, -9.279704, 6.730197], [3.945835, -1.247129, 1.358822], [1.764558, 2.334972, 3.832776], [-0.611267, -0.456033, 10.249941], [-0.918653, 0.134129, 7.272517], [-1.982599, -2.826476, 2.846756], [-2.296275, 1.833265, 4.032090], [-1.177007, -13.020227, 5.350171], [-1.316056, 3.188339, 1.027903], [3.320581, 1.670634, 4.380122]], "atomic_forces_ev_per_a": [[-0.1, -0.5, 0.0], [-0.8, -0.1, -0.3], [0.0, 1.2, 0.0], [0.1, 0.9, -0.7], [0.2, 0.3, 0.3], [-0.1, -0.2, 0.2], [0.4, 0.6, 0.5], [0.2, -0.1, 0.1], [2.1, 2.0, 0.0], [0.2, 0.1, -0.3], [-0.1, 0.1, 0.0], [0.1, 0.2, -0.2], [-0.5, -0.7, 0.6], [-0.4, -0.4, -0.2], [0.3, 0.1, -0.2], [0.0, 0.4, 0.4], [0.0, 0.4, -0.4], [-0.1, 0.1, 0.2], [-0.1, 0.2, -0.1], [-1.3, -1.2, 1.6], [0.0, -0.1, 0.1], [-0.1, 0.4, 0.2], [-1.6, -1.5, -0.4], [0.6, 0.0, -0.4], [-0.4, -0.2, 0.6], [-0.3, -0.2, -0.2], [-0.2, -0.2, -0.1], [0.0, 0.3, -0.1], [-0.1, 0.1, 0.0], [0.0, -0.1, 0.0], [-0.2, -0.1, 0.2], [0.3, 0.1, 0.3], [0.2, 0.1, 0.2], [0.0, -0.9, -0.3], [-0.2, 0.2, -0.3], [0.0, -0.2, 0.4], [-0.2, 0.1, 0.2], [0.1, 0.4, -0.3], [0.2, 0.2, -0.1], [-0.2, 0.2, 0.0], [0.1, 0.2, -0.1], [0.0, -0.1, -0.4], [-0.2, -0.2, -0.1], [0.2, -0.1, 0.1], [-0.1, 0.0, 0.2], [-0.1, -0.1, -0.2], [0.5, -0.1, 0.0], [-0.2, 0.1, -0.2], [0.2, 0.3, -0.1], [0.1, 0.0, 0.3], [-0.2, -0.1, -0.3], [0.1, -0.3, 0.0], [-0.1, 0.2, -0.5], [0.3, -0.3, -0.7], [0.0, 0.1, 0.1], [0.3, 0.2, 0.3], [-0.1, -0.1, -0.1], [0.2, -0.2, 0.2], [0.4, -0.1, 0.2], [-0.1, -0.2, 0.1], [0.1, 0.1, -0.1], [0.0, 0.2, 0.1], [0.5, 0.1, -0.3], [-0.2, -0.3, 0.0], [-0.1, 0.1, 0.3], [0.1, -0.2, 0.0], [0.1, 0.0, -0.2], [0.2, -0.4, 0.0], [-0.1, -0.2, -0.2], [-0.2, -0.1, -0.2], [0.3, 0.3, 0.2], [0.2, -0.1, 0.1], [-0.2, 0.0, 0.1]]}